(P)
Formula: C6H16S2
Source: the Open Molecules 2025 dataset
Level of theory: ωB97M-V/def2-TZVPD

Last column: natural (NBO) charge in e.
Atoms and positions in Å:
C -2.230 -3.143 -2.622  -0.621
C -2.465 -1.637 -2.557  -0.530
S -4.226 -1.196 -2.746  0.225
C -4.749 -1.378 -1.144  -0.797
H -2.696 -3.495 -3.558  0.213
H -2.730 -3.638 -1.773  0.203
H -1.167 -3.437 -2.626  0.211
H -1.868 -1.121 -3.333  0.224
H -2.121 -1.274 -1.569  0.205
H -4.313 -0.566 -0.539  0.212
H -4.431 -2.345 -0.718  0.213
H -5.849 -1.311 -1.082  0.242
C 4.283 2.751 3.548  -0.623
C 3.630 2.547 2.201  -0.517
S 2.690 0.983 2.234  0.184
C 1.998 1.011 0.585  -0.759
H 3.500 3.094 4.245  0.213
H 5.098 3.493 3.541  0.218
H 4.684 1.791 3.915  0.216
H 4.403 2.487 1.411  0.202
H 2.927 3.356 1.924  0.208
H 2.843 1.199 -0.098  0.213
H 1.237 1.794 0.429  0.212
H 1.553 0.033 0.334  0.234

Computed properties:
SMILES string: CCSC.CCSC
2S+1: 1
LUMO, hartree: 0.0242
Kohn-Sham gap, eV: 9.1
Charge: 0



(Q)
Formula: C6H16S2
Source: the Open Molecules 2025 dataset
Level of theory: ωB97M-V/def2-TZVPD

Last column: natural (NBO) charge in e.
Atoms and positions in Å:
C -0.729 2.076 1.978  -0.628
C 0.171 1.452 3.039  -0.502
S 1.677 0.604 2.328  0.138
C 1.148 -1.165 2.399  -0.740
H -1.254 1.233 1.497  0.208
H -0.105 2.579 1.221  0.215
H -1.481 2.794 2.347  0.215
H -0.375 0.684 3.620  0.213
H 0.584 2.187 3.757  0.220
H 1.762 -1.879 1.825  0.236
H 0.120 -1.187 2.001  0.216
H 1.124 -1.490 3.453  0.214
C 1.336 -0.298 -2.637  -0.621
C 0.271 -0.476 -1.549  -0.524
S -0.845 -1.914 -1.799  0.169
C -1.977 -1.203 -3.036  -0.750
H 1.814 0.612 -2.237  0.209
H 1.021 -0.102 -3.676  0.209
H 2.080 -1.113 -2.643  0.212
H -0.362 0.431 -1.509  0.207
H 0.807 -0.555 -0.584  0.229
H -1.573 -0.741 -3.952  0.216
H -2.611 -0.464 -2.519  0.211
H -2.603 -2.065 -3.324  0.230

Computed properties:
SMILES string: CCSC.CCSC
2S+1: 1
LUMO, hartree: 0.0321
Kohn-Sham gap, eV: 9.3
Charge: 0



Least stable: (Q)



(P)
Formula: C2H4ClN
Source: the Open Molecules 2025 dataset
Level of theory: ωB97M-V/def2-TZVPD

Last column: natural (NBO) charge in e.
Atoms and positions in Å:
C -0.847 -0.122 -0.860  -0.674
C -1.193 -0.264 0.306  0.433
N -1.455 -0.327 1.497  -0.647
H -1.203 0.580 -1.597  0.252
H -0.220 -0.870 -1.420  0.249
H -2.130 -0.831 1.973  0.387
Cl 3.503 1.079 0.685  -0.272
H 3.544 0.755 -0.583  0.272

Computed properties:
SMILES string: C=C=N.Cl
2S+1: 1
LUMO, hartree: 0.0308
Kohn-Sham gap, eV: 9.9
Charge: 0



(Q)
Formula: C2H4ClN
Source: the Open Molecules 2025 dataset
Level of theory: ωB97M-V/def2-TZVPD

Last column: natural (NBO) charge in e.
Atoms and positions in Å:
H -1.432 -0.908 1.841  0.369
N -0.707 -1.074 1.096  -0.642
C -0.272 -0.005 0.370  0.276
C 0.697 0.107 -0.731  -0.703
Cl -0.946 1.595 0.615  -0.052
H 1.102 1.101 -0.949  0.250
H 0.025 -0.211 -1.572  0.255
H 1.534 -0.606 -0.671  0.247

Computed properties:
SMILES string: [H]/N=C(/C)Cl
2S+1: 1
LUMO, hartree: 0.0321
Kohn-Sham gap, eV: 11.2
Charge: 0



(R)
Formula: C2H4ClN
Source: the Open Molecules 2025 dataset
Level of theory: ωB97M-V/def2-TZVPD

Last column: natural (NBO) charge in e.
Atoms and positions in Å:
C -1.128 -1.075 0.810  -0.241
C 1.189 0.991 -0.829  -0.404
N -0.615 -1.810 0.015  -0.207
Cl 0.175 1.601 0.373  0.072
H -1.895 -1.448 1.456  0.195
H -0.842 -0.027 0.721  0.195
H 0.838 0.816 -1.840  0.195
H 2.278 0.952 -0.707  0.195

Computed properties:
2S+1: 1
LUMO (spin up / spin down), hartree: -0.0070 / 0.0094
Kohn-Sham gap (spin up / spin down), eV: 8.9 / 9.0
Charge: 0



Least stable: (R)



(P)
Formula: C6H15IN2O
Source: the Open Molecules 2025 dataset
Level of theory: ωB97M-V/def2-TZVPD

Last column: natural (NBO) charge in e.
Atoms and positions in Å:
C 1.902 -3.382 -0.389  -0.437
C 2.253 -2.779 0.898  -0.392
C 0.970 -2.333 0.138  -0.121
C -0.106 1.056 -0.914  -0.586
C -1.283 1.885 -1.314  -0.235
C -0.299 -0.331 -0.504  0.262
N -2.120 2.191 -0.125  -0.721
N 0.752 -1.064 -0.448  -0.439
O -1.206 1.119 2.150  -0.974
I -2.199 -1.199 -0.225  0.361
H 2.469 -3.417 -1.361  0.274
H 1.414 -4.421 -0.560  0.265
H 2.031 -3.434 1.721  0.259
H 3.220 -2.321 0.850  0.259
H 0.062 -2.752 0.675  0.252
H 0.772 1.219 -1.552  0.310
H 0.560 1.520 -0.175  0.294
H -2.044 1.607 -2.018  0.263
H -0.800 2.824 -1.621  0.263
H -2.853 1.472 0.026  0.445
H -2.499 3.127 0.071  0.466
H -1.423 2.019 0.660  0.475
H -0.409 1.310 2.659  0.507
H 1.601 -0.709 -0.911  0.439
H -1.776 0.824 2.822  0.510

Computed properties:
2S+1: 1
LUMO (spin up / spin down), hartree: -0.2978 / -0.2978
Kohn-Sham gap (spin up / spin down), eV: 9.0 / 9.0
Charge: +2



(Q)
Formula: C6H15IN2O
Source: the Open Molecules 2025 dataset
Level of theory: ωB97M-V/def2-TZVPD

Last column: natural (NBO) charge in e.
Atoms and positions in Å:
C -2.189 -0.750 0.506  -0.454
C -1.967 -2.138 1.137  -0.369
C -0.764 -1.281 0.749  -0.128
C -0.023 0.905 -0.792  -0.517
C 0.542 1.829 0.476  -0.226
C 0.751 -0.447 -1.072  0.537
N 1.835 2.552 0.190  -0.728
N -0.017 -1.606 -0.413  -0.573
O 0.842 -0.706 -2.380  -0.684
I 3.142 -0.318 0.172  -0.013
H -2.605 -0.614 -0.467  0.246
H -2.721 -0.002 0.979  0.267
H -2.176 -2.192 2.201  0.272
H -2.026 -3.040 0.571  0.238
H -0.044 -1.070 1.529  0.248
H -1.053 0.685 -0.586  0.271
H -0.007 1.591 -1.654  0.271
H 0.700 1.157 1.347  0.247
H -0.271 2.523 0.652  0.257
H 2.625 1.980 0.367  0.449
H 1.914 3.189 1.064  0.461
H 1.904 3.267 -0.600  0.477
H 0.589 -2.419 -0.183  0.465
H -0.610 -1.886 -1.154  0.447
H 1.629 -1.210 -2.639  0.539

Computed properties:
2S+1: 1
LUMO, hartree: -0.3427
Kohn-Sham gap, eV: 8.0
Charge: +2



Least stable: (Q)



(P)
Formula: CH5N3O
Source: the Open Molecules 2025 dataset
Level of theory: ωB97M-V/def2-TZVPD

Last column: natural (NBO) charge in e.
Atoms and positions in Å:
H -0.096 2.141 -0.619  0.322
N -0.136 1.259 -1.260  -0.699
C -0.190 0.299 -0.489  0.551
N 0.234 -1.039 -1.053  -0.871
N -0.308 0.441 0.990  -0.374
O -0.355 -0.599 1.852  -0.499
H 0.021 -1.199 -2.122  0.401
H -0.125 -1.871 -0.539  0.378
H 0.203 1.290 1.139  0.351
H 0.751 -0.722 2.102  0.438

Computed properties:
SMILES string: [H]/N=C(/N)NO
2S+1: 1
LUMO, hartree: 0.0158
Kohn-Sham gap, eV: 9.6
Charge: 0



(Q)
Formula: CH5N3O
Source: the Open Molecules 2025 dataset
Level of theory: ωB97M-V/def2-TZVPD

Last column: natural (NBO) charge in e.
Atoms and positions in Å:
H 1.949 0.677 -0.755  0.307
N 1.529 -0.364 -0.482  -0.736
C 0.330 -0.305 -0.089  0.509
N -0.416 -1.364 -0.277  -0.798
N -0.101 0.927 -0.076  -0.324
O -1.132 0.928 0.808  -0.572
H -0.122 -2.143 -0.776  0.408
H -1.476 -1.208 -0.387  0.399
H 0.460 1.846 -0.080  0.384
H -0.817 0.841 1.910  0.424

Computed properties:
SMILES string: [H]/N=C(/N)NO
2S+1: 1
LUMO, hartree: 0.0176
Kohn-Sham gap, eV: 8.9
Charge: 0



(R)
Formula: CH5N3O
Source: the Open Molecules 2025 dataset
Level of theory: ωB97M-V/def2-TZVPD

Last column: natural (NBO) charge in e.
Atoms and positions in Å:
C -0.054 -1.027 0.073  -0.479
N -2.189 -0.091 -0.225  0.369
N 0.401 1.624 0.577  -0.966
N -1.036 0.014 0.028  -0.020
O -3.231 0.421 -0.314  -0.314
H -0.309 -1.816 0.823  0.219
H 0.008 -1.553 -0.888  0.212
H 0.807 -0.287 0.316  0.300
H 0.435 1.859 -0.432  0.328
H -0.241 2.373 1.118  0.350

Computed properties:
2S+1: 1
LUMO (spin up / spin down), hartree: -0.0312 / -0.0312
Kohn-Sham gap (spin up / spin down), eV: 7.1 / 7.1
Charge: 0



Least stable: (R)